[1]
{"formula": "C34H63BrN3O3", "method": "ωB97M-V/def2-TZVPD", "symbols": ["C", "C", "C", "C", "C", "N", "Br", "C", "O", "C", "C", "C", "C", "C", "C", "C", "C", "C", "C", "H", "H", "H", "H", "H", "H", "H", "H", "H", "H", "H", "H", "H", "H", "H", "H", "H", "H", "H", "H", "H", "H", "H", "H", "H", "H", "H", "C", "C", "C", "C", "C", "C", "N", "O", "C", "C", "C", "H", "H", "H", "H", "H", "H", "H", "H", "H", "H", "H", "H", "H", "H", "H", "H", "H", "H", "C", "C", "C", "C", "C", "C", "N", "O", "C", "C", "C", "H", "H", "H", "H", "H", "H", "H", "H", "H", "H", "H", "H", "H", "H", "H", "H", "H", "H"], "coordinates": [[-5.643, -3.524, 3.783], [-4.433, -4.118, 2.912], [-3.102, -4.445, 3.764], [-1.740, -4.044, 2.997], [-1.212, -5.194, 1.997], [-0.793, -4.687, 0.640], [-0.733, -6.129, -0.563], [0.481, -3.849, 0.670], [1.265, -3.965, -0.523], [1.607, -2.684, -1.076], [2.259, -1.553, -0.195], [2.601, -0.141, -0.741], [3.222, 0.956, 0.249], [2.275, 0.111, -2.249], [1.663, -0.958, -3.193], [1.334, -2.375, -2.593], [0.709, -3.539, -3.525], [-0.409, -3.010, -4.551], [1.973, -4.115, -4.384], [-6.354, -2.930, 3.091], [-5.320, -2.789, 4.599], [-6.276, -4.343, 4.283], [-4.185, -3.344, 2.099], [-4.787, -5.126, 2.472], [-3.106, -5.541, 4.119], [-3.174, -3.804, 4.723], [-0.931, -3.909, 3.797], [-1.898, -3.024, 2.504], [-2.059, -5.957, 1.807], [-0.297, -5.704, 2.478], [-1.551, -4.051, 0.309], [0.150, -2.785, 0.928], [1.151, -4.221, 1.538], [2.443, -1.853, 0.904], [4.130, 1.502, -0.172], [2.402, 1.759, 0.388], [3.430, 0.476, 1.279], [2.515, 1.142, -2.666], [1.444, -0.753, -4.297], [0.226, -4.350, -2.886], [-1.466, -3.121, -4.101], [-0.386, -3.732, -5.455], [-0.223, -1.966, -4.968], [2.837, -4.212, -3.624], [2.265, -3.268, -5.102], [1.731, -5.095, -4.916], [6.186, 3.308, -6.460], [4.745, 2.850, -6.090], [4.024, 2.266, -7.328], [3.559, 3.319, -8.323], [2.704, 4.372, -7.622], [3.420, 5.005, -6.412], [3.995, 3.987, -5.472], [2.960, 3.458, -4.762], [4.528, 5.951, -6.935], [2.432, 5.967, -5.700], [4.978, 1.669, -5.108], [6.937, 2.864, -5.799], [6.452, 3.032, -7.484], [6.347, 4.378, -6.351], [3.147, 1.691, -7.007], [4.677, 1.551, -7.842], [4.418, 3.782, -8.818], [2.971, 2.842, -9.113], [2.427, 5.146, -8.345], [1.764, 3.904, -7.302], [5.137, 6.337, -6.112], [4.096, 6.817, -7.445], [5.188, 5.481, -7.666], [1.512, 5.467, -5.383], [2.125, 6.776, -6.369], [2.895, 6.425, -4.821], [5.452, 2.012, -4.183], [5.638, 0.921, -5.559], [4.054, 1.148, -4.846], [-1.896, 2.214, 7.164], [-2.331, 1.059, 6.216], [-3.238, 1.596, 5.083], [-4.656, 1.919, 5.530], [-5.283, 0.713, 6.223], [-4.422, 0.188, 7.390], [-2.986, -0.028, 7.009], [-2.929, -1.168, 6.268], [-4.528, 1.185, 8.569], [-5.079, -1.103, 7.948], [-1.000, 0.612, 5.551], [-0.809, 2.255, 7.285], [-2.218, 3.191, 6.793], [-2.265, 2.108, 8.182], [-3.297, 0.856, 4.275], [-2.792, 2.491, 4.635], [-4.658, 2.792, 6.190], [-5.261, 2.191, 4.660], [-6.280, 0.985, 6.583], [-5.434, -0.080, 5.479], [-3.845, 0.912, 9.379], [-5.538, 1.187, 8.990], [-4.331, 2.218, 8.280], [-5.204, -1.876, 7.186], [-6.079, -0.893, 8.339], [-4.487, -1.521, 8.769], [-0.315, 0.180, 6.288], [-0.495, 1.470, 5.094], [-1.149, -0.120, 4.753]], "forces_ev_per_angstrom": [[-0.590, 0.217, -0.187], [-0.035, -0.522, 0.430], [-0.431, 0.685, 0.383], [0.099, -0.263, 0.874], [-0.812, -0.524, 1.756], [-0.471, 0.862, 0.006], [0.140, -0.239, -0.365], [2.242, 0.650, 1.128], [-1.153, 1.897, 0.719], [1.104, 4.944, -2.522], [-0.872, -0.174, -2.500], [-1.377, -3.112, -1.850], [-1.325, -0.176, -0.342], [-0.494, -2.531, 0.950], [0.906, -1.048, 4.509], [0.230, 1.190, 1.790], [0.755, 0.926, -0.562], [-0.190, -1.083, -0.266], [-0.187, 0.870, 1.235], [1.109, -1.056, 1.061], [-0.141, -1.072, -1.160], [1.095, 1.159, -0.749], [-0.337, -1.295, 0.996], [0.463, 1.843, 0.193], [0.186, 1.627, -0.666], [0.411, -0.949, -1.493], [-1.092, -0.024, -1.218], [0.241, -1.404, 0.423], [1.514, 1.235, 0.324], [-1.513, 0.591, -1.039], [0.535, -0.668, 0.055], [0.476, -1.377, -0.688], [-1.422, 0.245, -1.266], [-0.119, 0.826, -1.872], [-1.131, -1.051, 0.525], [1.341, -1.232, -0.090], [-0.177, 0.813, -1.809], [-0.375, -1.529, 0.520], [0.444, -0.236, 1.989], [0.915, 1.078, -0.724], [1.678, 0.563, -0.667], [-0.087, 1.160, 1.363], [-0.319, -1.396, 0.791], [-1.219, -0.231, -1.448], [-0.385, -1.468, 0.807], [0.407, 1.447, 0.694], [0.254, 0.393, -0.039], [1.870, -0.893, -0.236], [-0.393, 0.185, -0.074], [0.001, 0.051, 0.015], [0.047, -0.511, 0.036], [0.129, 2.094, -0.687], [-3.754, -2.276, 0.446], [2.097, 1.181, -0.684], [0.335, -0.131, -0.154], [-0.097, -0.595, 0.448], [-0.677, 0.275, 0.331], [-0.235, -0.137, -0.078], [-0.065, 0.037, 0.071], [-0.175, -0.053, -0.095], [0.066, 0.127, 0.189], [0.120, 0.097, 0.286], [-0.024, 0.018, 0.045], [0.075, 0.028, 0.028], [0.095, 0.134, 0.260], [0.133, 0.050, 0.162], [-0.062, -0.102, -0.054], [-0.168, -0.195, 0.143], [0.008, -0.012, 0.126], [0.232, -0.090, 0.052], [0.268, -0.205, -0.112], [-0.022, -0.118, -0.082], [-0.075, 0.040, -0.101], [-0.014, 0.329, -0.170], [0.009, 0.200, -0.010], [-0.059, 0.145, 0.435], [1.472, 1.487, 0.011], [-0.381, -0.223, -0.025], [-0.018, -0.010, 0.039], [0.314, 0.071, -0.393], [-1.386, 0.355, 1.709], [-0.949, -2.478, -3.555], [0.268, 1.685, 1.727], [0.176, 0.344, 0.002], [0.516, -0.309, -0.425], [-0.348, -0.703, 0.041], [-0.127, -0.077, -0.239], [-0.016, -0.102, 0.020], [-0.137, -0.037, -0.150], [0.092, -0.116, 0.179], [0.200, -0.152, 0.209], [0.001, -0.056, 0.013], [0.049, 0.027, 0.066], [0.152, -0.155, 0.221], [0.149, -0.049, 0.130], [-0.022, 0.013, -0.131], [0.082, -0.192, -0.206], [0.087, -0.092, 0.023], [0.209, 0.111, 0.039], [0.201, 0.277, -0.087], [-0.008, 0.057, -0.136], [-0.134, 0.027, -0.029], [-0.276, 0.080, 0.237], [-0.120, -0.023, 0.178]], "multiplicity": 3, "orbital_gap_ev": [6.101, 6.478], "energy_ev": -116917.5081, "charge": 1, "homo_energy_ev": [-10.372, -10.749], "s_squared": 2.0090, "lumo_ev": [-4.27, -4.27]}


[2]
{"formula": "C34H63F9InN4O3S2", "method": "ωB97M-V/def2-TZVPD", "symbols": ["C", "C", "C", "O", "O", "C", "C", "C", "C", "C", "C", "In", "C", "N", "C", "C", "C", "S", "C", "S", "N", "C", "C", "O", "C", "C", "C", "F", "F", "C", "F", "F", "C", "F", "F", "C", "F", "F", "F", "H", "H", "H", "H", "H", "H", "H", "H", "H", "H", "H", "H", "H", "H", "H", "H", "H", "H", "H", "H", "H", "H", "H", "H", "H", "H", "H", "H", "H", "H", "H", "H", "H", "C", "C", "N", "C", "C", "C", "C", "H", "H", "H", "H", "H", "H", "H", "H", "H", "H", "H", "H", "H", "H", "H", "C", "C", "N", "C", "C", "C", "C", "H", "H", "H", "H", "H", "H", "H", "H", "H", "H", "H", "H", "H", "H", "H"], "coordinates": [[6.517, -2.031, -0.694], [7.440, -1.065, -0.773], [7.423, 0.108, 0.175], [8.265, 0.340, 0.954], [6.337, 0.927, 0.095], [6.621, 2.000, -0.852], [5.293, 2.595, -1.317], [4.727, 1.873, -2.555], [3.200, 1.721, -2.522], [2.448, 3.074, -2.659], [1.129, 3.118, -1.824], [-0.722, 3.297, -3.064], [-0.055, 3.095, -5.217], [0.238, 1.629, -5.432], [-2.139, 1.530, -2.730], [-3.198, 1.798, -1.595], [-4.571, 1.064, -1.864], [-5.707, 1.385, -0.429], [-7.398, 1.371, -1.034], [-7.763, 2.132, -2.435], [-8.266, 0.687, -0.193], [-9.689, 0.896, -0.495], [-10.231, -0.015, -1.615], [-9.905, -1.373, -1.389], [-8.486, -1.480, -1.402], [-7.970, -0.750, -0.148], [-1.869, 5.252, -2.801], [-3.238, 5.134, -2.924], [-1.484, 6.058, -3.849], [-1.521, 6.068, -1.513], [-1.021, 5.305, -0.553], [-0.524, 6.907, -1.863], [-2.656, 6.983, -1.005], [-2.087, 7.896, -0.190], [-3.243, 7.666, -1.969], [-3.759, 6.256, -0.153], [-3.653, 4.953, -0.160], [-4.965, 6.550, -0.592], [-3.723, 6.679, 1.094], [5.967, -2.341, -1.580], [6.321, -2.516, 0.261], [8.269, -1.090, -1.479], [7.183, 2.767, -0.310], [7.203, 1.577, -1.678], [5.483, 3.642, -1.556], [4.608, 2.499, -0.469], [5.077, 2.374, -3.464], [5.136, 0.852, -2.574], [2.877, 1.060, -3.331], [2.957, 1.317, -1.532], [2.270, 3.262, -3.723], [3.150, 3.850, -2.327], [1.079, 2.144, -1.318], [1.269, 3.905, -1.078], [0.874, 3.628, -5.428], [-0.855, 3.330, -5.921], [0.521, 1.185, -4.564], [-0.608, 1.153, -5.722], [-1.603, 0.580, -2.631], [-2.708, 1.472, -3.671], [-2.817, 1.558, -0.598], [-3.436, 2.862, -1.635], [-5.020, 1.603, -2.699], [-4.455, -0.002, -2.053], [-10.240, 0.606, 0.412], [-9.923, 1.944, -0.662], [-11.321, 0.091, -1.607], [-9.903, 0.319, -2.602], [-8.210, -2.528, -1.282], [-8.065, -1.047, -2.317], [-8.517, -1.196, 0.690], [-6.914, -0.966, 0.005], [-1.334, -3.089, 3.162], [-0.119, -2.308, 2.682], [-0.325, -1.610, 1.427], [0.902, -1.085, 0.849], [1.645, 0.008, 1.623], [-1.459, -0.702, 1.373], [-1.502, 0.438, 2.397], [-1.666, -3.801, 2.405], [-1.076, -3.651, 4.062], [-2.169, -2.434, 3.418], [0.694, -3.028, 2.549], [0.198, -1.622, 3.483], [0.692, -0.719, -0.160], [1.594, -1.923, 0.705], [1.144, 0.972, 1.538], [2.648, 0.135, 1.208], [1.763, -0.232, 2.681], [-2.372, -1.295, 1.487], [-1.550, -0.273, 0.372], [-1.219, 0.114, 3.400], [-2.518, 0.837, 2.461], [-0.858, 1.267, 2.106], [3.016, -7.030, 5.373], [2.976, -5.969, 4.282], [4.130, -5.089, 4.287], [3.965, -3.926, 3.428], [3.836, -4.165, 1.920], [5.426, -5.741, 4.217], [5.712, -6.646, 3.012], [3.125, -6.575, 6.358], [2.083, -7.597, 5.366], [3.828, -7.743, 5.224], [2.082, -5.362, 4.447], [2.839, -6.468, 3.311], [4.791, -3.231, 3.605], [3.071, -3.388, 3.761], [4.796, -4.409, 1.466], [3.479, -3.254, 1.434], [3.124, -4.957, 1.683], [5.555, -6.337, 5.125], [6.207, -4.979, 4.282], [4.868, -7.292, 2.766], [6.563, -7.295, 3.234], [5.976, -6.072, 2.125]], "forces_ev_per_angstrom": [[-0.010, -0.270, -0.240], [-0.262, 0.560, 0.290], [-0.536, -1.246, -0.028], [2.332, 0.543, 1.843], [-0.106, -0.264, -1.042], [-0.637, 0.366, 0.387], [0.497, -0.514, -0.461], [-0.170, -0.562, 0.229], [0.155, 1.052, -0.174], [0.099, -0.375, 0.189], [0.611, -0.043, -0.566], [0.184, -0.573, -0.210], [-0.239, -0.963, 0.804], [0.182, 0.106, -0.127], [-0.676, 0.662, 0.383], [-0.167, -0.544, -0.964], [0.404, 1.391, 0.358], [0.088, -0.589, 0.131], [1.148, 0.029, -0.292], [-0.220, 0.207, 0.074], [0.219, 0.472, -1.150], [-0.597, -0.832, 0.514], [-0.511, 0.787, 0.083], [0.140, 0.019, -0.481], [0.031, 0.337, 1.122], [-0.144, -0.958, 0.185], [0.831, -0.620, 0.288], [-0.317, 0.122, 0.293], [-0.293, 0.211, -0.298], [-0.546, 0.594, -2.219], [-0.264, -0.638, 1.047], [0.526, 0.524, 0.086], [0.187, -0.485, 1.393], [0.237, 0.334, 0.407], [-0.167, 0.160, -0.988], [-0.146, 0.538, -0.377], [0.456, -1.201, -0.004], [-0.941, 0.370, -0.774], [0.405, 0.177, 1.204], [1.076, -1.308, -0.150], [-1.371, 1.042, 0.188], [-0.900, 0.801, -1.031], [0.258, -0.232, -0.114], [0.003, 0.265, -0.015], [-0.263, 0.060, 0.234], [-0.038, 0.307, -0.090], [-0.127, -0.042, 0.002], [0.115, 0.142, -0.026], [-0.052, -0.244, 0.290], [-0.106, -0.331, -0.243], [0.070, 0.014, 0.057], [-0.242, 0.101, 0.004], [-0.253, 0.277, 0.257], [-0.401, -0.170, 0.134], [-0.322, 0.277, -0.271], [0.285, 0.448, -0.053], [-0.073, -0.006, -0.061], [0.028, 0.022, 0.123], [-0.128, 0.046, 0.193], [0.160, -0.038, 0.021], [0.054, 0.036, -0.066], [-0.046, -0.058, 0.341], [-0.067, -0.420, -0.161], [-0.124, 0.016, 0.089], [0.175, -0.005, -0.011], [0.295, -0.015, -0.253], [0.065, -0.256, 0.067], [0.241, -0.124, 0.078], [-0.145, -0.031, -0.308], [-0.014, -0.156, -0.023], [0.050, 0.192, 0.030], [0.003, 0.436, -0.027], [-0.046, 0.021, 0.022], [-0.088, 0.081, 0.141], [0.118, -0.042, -0.425], [0.285, -0.092, -0.079], [0.114, 0.143, -0.072], [-0.467, -0.053, 0.246], [-0.109, 0.181, -0.033], [-0.020, 0.068, -0.038], [0.016, 0.023, -0.010], [-0.014, -0.015, -0.029], [0.103, 0.154, -0.149], [0.028, -0.075, 0.098], [-0.156, 0.020, 0.053], [-0.105, -0.099, 0.095], [0.013, -0.002, 0.057], [-0.015, -0.013, -0.018], [-0.038, -0.027, -0.009], [0.053, -0.058, 0.075], [0.300, -0.108, -0.053], [0.020, -0.040, -0.026], [0.003, -0.023, -0.028], [0.040, -0.019, 0.082], [-0.001, -0.040, -0.005], [-0.003, -0.177, 0.020], [0.065, 0.265, 0.055], [-0.163, 0.204, -0.035], [0.062, 0.143, -0.111], [0.111, -0.238, 0.153], [0.165, -0.009, -0.042], [0.066, 0.016, -0.030], [0.011, 0.016, -0.019], [0.003, 0.008, 0.027], [0.085, 0.134, -0.109], [-0.074, -0.039, 0.000], [0.082, -0.129, 0.059], [-0.040, -0.128, 0.065], [-0.034, -0.096, -0.019], [-0.004, 0.003, 0.028], [0.021, -0.010, 0.021], [-0.110, -0.008, -0.008], [-0.137, 0.124, -0.065], [-0.022, 0.031, 0.021], [-0.014, 0.011, 0.018], [-0.095, -0.034, -0.043]], "multiplicity": 1, "orbital_gap_ev": 5.931, "energy_ev": -99680.1659, "charge": -1, "homo_energy_ev": -4.449, "lumo_ev": 1.48}